DFT (ωB97M-V with the def2-TZVPD basis set) results for an isolated molecule of C18H18ClN3O at a distorted geometry.

Values from the calculation:
* LUMO level: -0.00215 Ha
* F_max: 4.5 eV/A
* HOMO: -9.1 eV
* energy relative to the best compared isomer or geometry (same formula, charge and spin): 4.564 eV

Geometry as ORCA input:
```
! RIJCOSX wB97M-V def2-TZVPD def2/J DEFGRID3
* xyz 0 1
O -1.316 0.294 -3.389
Cl -2.061 -3.144 8.834
C -1.456 -1.071 2.855
C -1.336 -1.277 4.042
N 0.076 -0.035 7.335
N -0.388 -1.419 -0.615
C -0.397 0.008 -2.601
C -0.490 -0.883 8.184
C -0.587 -1.611 0.680
C -0.225 -0.198 6.010
C -0.948 -0.382 -1.246
C -1.836 0.467 -0.561
C -2.091 0.220 0.882
C -1.798 -2.028 6.411
C -1.440 -1.829 7.706
C -1.382 -0.795 1.458
C -1.111 -1.176 5.465
N 0.922 0.470 -2.895
C 2.102 -0.038 -2.109
C 0.180 2.314 -4.414
C 0.844 0.109 -5.419
C 2.560 1.726 -4.482
C 1.092 1.092 -4.285
H -0.245 -0.762 9.224
H -0.126 -2.457 1.091
H 0.209 0.473 5.350
H -2.084 1.449 -1.060
H -2.706 0.925 1.414
H -2.578 -2.811 6.069
H 1.840 -1.030 -1.661
H 3.029 -0.296 -2.622
H 2.435 0.535 -1.277
H 0.450 2.991 -5.306
H 0.382 2.919 -3.520
H -0.845 2.128 -4.637
H 1.686 -0.618 -5.462
H -0.107 -0.397 -5.358
H 0.899 0.617 -6.384
H 3.261 0.944 -4.693
H 2.549 2.313 -5.374
H 3.036 2.265 -3.641
*
```

DFT (ωB97M-V with the def2-TZVPD basis set) results for a 2-piece molecular cluster, C21H46B3Br2F3N5O13P2S overall at a distorted geometry.

Values from the calculation:
* LUMO level: -0.11494 Ha
* F_max: 4.1 eV/A
* HOMO: -10.6 eV

Geometry as ORCA input:
```
! RIJCOSX wB97M-V def2-TZVPD def2/J DEFGRID3
* xyz 1 1
C 2.346 -0.140 -0.517
C 1.500 -0.640 0.220
C 0.224 -1.454 0.708
O 0.424 -1.614 2.132
B 1.345 -0.681 2.679
O 2.650 -1.083 3.051
O 1.036 0.683 2.993
N -1.073 -0.675 0.455
O -1.954 -0.806 1.509
B -2.214 0.380 2.265
O -2.196 0.227 3.669
O -2.528 1.645 1.794
C -1.667 -0.921 -0.899
C -0.767 -0.341 -2.089
O -0.247 0.968 -1.807
C 0.071 1.623 -3.061
C -1.134 2.431 -3.687
P -3.352 -0.089 -1.248
N -3.175 1.674 -1.190
O -4.477 -0.420 -0.006
C -1.896 -2.490 -1.189
S -2.423 -2.835 -2.963
C -3.059 -3.192 -0.344
C -4.449 -3.403 -1.068
C -5.584 -3.761 0.005
F -5.677 -2.834 1.041
Br -5.130 -5.541 0.723
C -7.028 -3.890 -0.674
F -7.331 -5.171 -1.094
F -7.201 -3.054 -1.768
Br -8.419 -3.378 0.655
N -0.657 -3.244 -0.984
B -0.118 -3.964 -2.161
N 0.829 -3.395 -3.201
O -0.452 -5.337 -2.321
C 0.209 -2.953 0.128
C 1.678 -3.549 -0.041
O 2.448 -3.363 1.174
C 3.755 -3.944 1.030
P -0.426 -4.026 1.625
O -0.646 -5.404 1.034
H 3.125 0.599 -0.842
H 2.824 -0.748 3.956
H 0.714 1.133 2.185
H -0.756 0.319 0.492
H -1.706 -0.597 3.876
H -2.619 2.236 2.571
H -1.453 -0.207 -2.984
H 0.108 -1.017 -2.330
H 0.880 2.383 -2.833
H 0.486 0.905 -3.833
H -0.750 3.024 -4.564
H -1.886 1.699 -4.122
H -1.657 3.111 -2.968
H -3.932 2.074 -0.617
H -2.265 1.950 -0.811
H -5.340 -0.158 -0.382
H -1.654 -2.126 -3.839
H -2.673 -4.238 -0.122
H -3.281 -2.736 0.655
H -4.849 -2.475 -1.579
H -4.477 -4.302 -1.756
H 1.647 -4.019 -3.289
H 0.322 -3.474 -4.090
H -0.007 -5.686 -3.113
H 2.269 -3.044 -0.853
H 1.656 -4.684 -0.126
H 3.664 -5.050 1.261
H 4.431 -3.475 1.795
H 4.196 -3.756 0.005
H -1.641 -3.443 2.108
H 0.538 -4.122 2.662
C 5.363 2.979 0.389
O 3.960 2.884 0.584
C 3.575 2.885 1.950
C 2.779 4.143 2.275
N 3.640 5.323 2.269
C 2.905 6.586 2.349
C 2.008 6.954 1.162
O 2.723 7.218 -0.037
C 2.987 6.076 -0.835
H 5.566 2.866 -0.677
H 5.737 3.957 0.705
H 5.890 2.188 0.930
H 4.425 2.768 2.628
H 2.928 2.020 2.077
H 2.324 4.035 3.265
H 1.977 4.235 1.532
H 4.186 5.323 1.414
H 3.654 7.376 2.459
H 2.307 6.593 3.266
H 1.505 7.891 1.417
H 1.211 6.221 0.991
H 2.204 5.317 -0.747
H 3.960 5.650 -0.581
H 3.035 6.400 -1.877
*
```

DFT (ωB97M-V with the def2-TZVPD basis set) results for C7H10Br2SSi as an isolated structure at a distorted geometry.

Values from the calculation:
* LUMO level: 0.00335 Ha
* F_max: 4.5 eV/A
* HOMO: -9.0 eV

Geometry as ORCA input:
```
! RIJCOSX wB97M-V def2-TZVPD def2/J DEFGRID3
* xyz 0 1
C -3.216 -1.015 -0.035
C -1.806 -1.289 -0.105
C -0.809 -0.385 -0.205
C -3.463 0.304 -0.147
C 2.097 -1.401 -0.288
C 1.235 1.045 1.738
C 1.443 1.454 -1.195
Si 0.991 0.129 0.014
S -2.068 1.299 -0.209
Br -1.158 -3.135 0.043
Br -5.053 1.179 0.217
H -4.088 -1.686 -0.065
H 2.778 -1.722 0.611
H 1.460 -2.337 -0.481
H 2.828 -1.188 -1.148
H 0.769 2.031 1.621
H 0.970 0.335 2.489
H 2.339 1.273 1.807
H 1.844 1.035 -2.205
H 0.638 1.987 -1.583
H 2.268 2.087 -0.873
*
```

DFT (ωB97M-V with the def2-TZVPD basis set) results for an isolated molecule of C4H8O at a distorted geometry.

Values from the calculation:
* LUMO level (spin up / spin down): 0.02393 / 0.03160 Ha
* F_max: 1.4 eV/A
* HOMO (spin up / spin down): -7.3 / -7.8 eV
* energy relative to the best compared isomer or geometry (same formula, charge and spin): 3.782 eV

Geometry as ORCA input:
```
! RIJCOSX wB97M-V def2-TZVPD def2/J DEFGRID3
* xyz 0 1
C -1.997 0.380 -0.010
C -0.804 -0.534 0.273
C 0.445 0.088 -0.249
C 2.659 -0.232 -0.143
O 1.468 -0.670 -0.596
H -2.932 -0.017 0.396
H -1.826 1.365 0.441
H -2.106 0.524 -1.090
H -0.935 -1.528 -0.175
H -0.714 -0.702 1.364
H 0.678 1.142 -0.085
H 3.458 -0.174 -0.878
H 2.596 0.401 0.739
*
```

DFT (ωB97M-V with the def2-TZVPD basis set) results for C35H29N4O4STl as an isolated structure at a distorted geometry.

Values from the calculation:
* LUMO level: -0.01539 Ha
* F_max: 1.3 eV/A
* HOMO: -8.2 eV
* energy relative to the best compared isomer or geometry (same formula, charge and spin): 0.213 eV

Geometry as ORCA input:
```
! RIJCOSX wB97M-V def2-TZVPD def2/J DEFGRID3
* xyz 0 1
Tl 0.627 -0.376 0.742
S 0.924 -4.537 -1.516
C -0.250 -3.673 -2.466
C -0.989 -4.095 -3.560
C -1.846 -3.186 -4.150
C -1.967 -1.882 -3.668
C -1.245 -1.461 -2.574
C -0.376 -2.362 -1.963
N 0.422 -2.099 -0.896
C 1.146 -3.112 -0.532
C 2.027 -3.082 0.620
C 2.830 -4.179 0.933
C 3.623 -4.169 2.063
C 3.613 -3.067 2.900
C 2.825 -1.964 2.593
C 2.044 -1.954 1.455
H -0.896 -5.101 -3.938
H -2.435 -3.489 -5.001
H -2.633 -1.197 -4.169
H -1.325 -0.458 -2.183
H 2.817 -5.043 0.286
H 4.237 -5.026 2.296
H 4.209 -3.054 3.801
H 2.839 -1.120 3.267
C -3.555 3.485 0.932
C -2.907 2.155 1.329
C -2.057 2.358 2.550
C -2.660 2.630 3.771
C -1.905 2.962 4.880
C -0.530 3.070 4.766
C 0.107 2.786 3.569
C 1.601 2.932 3.441
C 2.309 1.581 3.508
C -0.661 2.377 2.472
N 0.001 1.944 1.315
C 0.337 2.741 0.360
C 0.990 2.271 -0.794
C 1.537 2.987 -1.866
C 2.106 2.048 -2.712
C 1.876 0.800 -2.138
N 1.209 0.928 -0.987
H -4.024 3.400 -0.044
H -2.808 4.274 0.890
H -4.314 3.780 1.654
H -2.296 1.781 0.508
H -3.683 1.413 1.531
H -3.738 2.586 3.840
H -2.389 3.148 5.828
H 0.064 3.375 5.617
H 1.963 3.584 4.239
H 1.846 3.404 2.485
H 2.103 1.095 4.458
H 3.385 1.708 3.399
H 1.946 0.946 2.695
H 0.132 3.811 0.427
H 1.520 4.054 -1.974
H 2.636 2.237 -3.625
H 2.158 -0.165 -2.516
O -0.917 -2.599 1.547
C -1.691 -1.679 1.796
O -1.567 -0.496 1.354
C -2.843 -1.888 2.740
C -2.961 -1.019 3.821
C -3.941 -1.224 4.778
C -4.825 -2.279 4.651
C -4.721 -3.123 3.551
C -3.728 -2.944 2.595
N -5.660 -4.209 3.414
O -5.681 -4.815 2.365
O -6.378 -4.451 4.362
H -2.276 -0.186 3.895
H -4.018 -0.553 5.619
H -5.602 -2.458 5.378
H -3.651 -3.613 1.751
*
```

DFT (ωB97M-V with the def2-TZVPD basis set) results for C17H13F5IrN3Se3 as an isolated structure.

Values from the calculation:
* LUMO level (spin up / spin down): -0.14097 / -0.16941 Ha
* F_max: 0.1 eV/A
* HOMO (spin up / spin down): -10.0 / -11.9 eV
* <S²>: 8.7941
* energy relative to the best compared isomer or geometry (same formula, charge and spin): 0.013 eV

Geometry as ORCA input:
```
! RIJCOSX wB97M-V def2-TZVPD def2/J DEFGRID3
* xyz 1 6
Ir -0.184 0.583 0.771
Se 2.484 1.359 2.895
Se 2.932 -0.744 2.039
C 2.680 -0.472 0.156
C 3.696 -0.922 -0.677
C 3.539 -0.830 -2.048
C 2.382 -0.259 -2.554
C 1.423 0.183 -1.668
N 1.560 0.068 -0.336
C 0.822 0.958 3.785
C 0.777 1.031 5.167
C -0.408 0.702 5.808
C -1.487 0.283 5.050
C -1.358 0.235 3.674
N -0.230 0.594 3.052
H 4.598 -1.329 -0.242
H 4.316 -1.186 -2.711
H 2.216 -0.156 -3.616
H 0.498 0.625 -2.016
H 1.658 1.319 5.723
H -0.476 0.752 6.887
H -2.421 -0.007 5.510
H -2.169 -0.086 3.035
N 0.238 2.816 0.637
H -0.158 3.303 1.436
H -0.155 3.256 -0.191
H 1.234 3.012 0.640
C -0.539 -1.377 0.853
H 0.189 -2.091 0.477
H -1.484 -1.802 1.171
F -5.491 -4.089 1.201
C -5.112 -2.959 0.631
C -5.631 -1.714 0.933
F -6.597 -1.470 1.799
C -4.877 -0.644 0.256
F -5.600 0.364 -0.283
C -3.435 -0.462 0.465
Se -2.460 1.131 0.335
C -3.786 -1.430 -0.577
F -3.525 -1.137 -1.872
C -4.059 -2.842 -0.256
F -3.311 -3.834 -0.704
*
```

We obtain electronic energy values of -37994.7175, -236264.6555, -166217.9184, -6321.3863, -66442.9168, -234762.1300 eV for the records listed above, in that order.